Arrangement w

Molecular formula: C3H2N2O2
Method: DFT, ωB97M-V with the def2-TZVPD basis set

The spin multiplicity is 1. The structure (SMILES) is [H]/N=C(/C#N)OC=O. The charge is 0. The value obtained for the LUMO energy is -0.93 eV. The highest occupied orbital energy is -10.8 eV. The value obtained for the orbital gap is 9.86 eV.

CARTESIAN COORDINATES (ANGSTROEM)
N 0.48154 -0.84591 2.14203
C 0.25682 -0.51474 0.95547
O -0.00131 0.89775 0.16384
C -0.40937 0.79702 -1.18313
O 0.23475 1.54629 -1.85717
C 0.31102 -1.26903 -0.26434
N 0.19143 -1.10636 -1.41151
H 0.39508 -0.11755 2.85181
H -1.44179 0.46630 -1.41956



Arrangement x

Molecular formula: C3H2N2O2
Method: DFT, ωB97M-V with the def2-TZVPD basis set

The spin multiplicity is 1. The charge is 0. The value obtained for the LUMO energy is -0.31 eV. The highest occupied orbital energy is -10.1 eV. The value obtained for the orbital gap is 9.83 eV.

CARTESIAN COORDINATES (ANGSTROEM)
N 0.21398 1.95737 0.35654
C 0.19634 0.71056 0.46984
O -0.97241 -0.02951 0.40007
C -1.24880 -1.02107 -0.42991
O -0.29404 -1.24836 -1.31530
C 1.36767 -0.04358 0.86750
N 2.28924 -0.65039 1.21973
H -0.72068 2.29708 0.11289
H -0.83129 -1.97210 -1.68136



Arrangement y

Molecular formula: C3H2N2O2
Method: DFT, ωB97M-V with the def2-TZVPD basis set

The spin multiplicity is 1. The charge is 0. The value obtained for the LUMO energy (alpha / beta) is -1.61 / -1.45 eV. The highest occupied orbital energy (alpha / beta) is -9.4 / -9.3 eV. The value obtained for the orbital gap (alpha / beta) is 7.83 / 7.88 eV.

CARTESIAN COORDINATES (ANGSTROEM)
O -2.48654 -0.72684 -0.12811
C -1.75043 0.22421 -0.04798
C -0.23904 0.20164 -0.00621
N 0.58047 1.17727 0.08075
C 1.70400 0.25194 0.06935
N 0.93910 -0.83083 -0.02035
O 0.62690 -2.01053 -0.07831
H -2.13935 1.26959 0.00571
H 2.76489 0.44355 0.12515



Arrangement z

Molecular formula: C3H2N2O2
Method: DFT, ωB97M-V with the def2-TZVPD basis set

The spin multiplicity is 1. The charge is 0. The value obtained for the LUMO energy is -0.22 eV. The highest occupied orbital energy is -11.1 eV. The value obtained for the orbital gap is 10.89 eV.

CARTESIAN COORDINATES (ANGSTROEM)
O -0.43656 -2.32743 -0.71802
C 0.26068 -1.40923 -1.04271
C 0.34211 -0.22187 -0.15496
N 0.43217 -0.05897 1.12086
C -0.16973 1.16600 1.25926
N -0.59018 1.71250 0.15591
O -0.22900 0.80580 -0.80476
H 0.72455 -1.29995 -2.03208
H -0.33405 1.63314 2.21650



The structure with the least stability is arrangement y.